ORCA calculation (ωB97M-V/def2-TZVPD) on a cluster of 2 separate species, C2H5O2S2 in total.

Summary:
Energy above the lowest of the compared OMol25 structures with the same formula, charge and spin in kJ/mol: 48.9
Calculated total energy in eV: -27922.12461
HOMO in Eh: -0.156
Charge: -1

Geometry as XYZ:
```
11
Properties=species:S:1:pos:R:3:forces:R:3
O 1.3894 -1.6771 1.1562 -0.03 -0.09 -0.19
C 1.1265 -1.0296 2.1936 0.00 -0.18 -0.09
O 0.8410 0.1744 2.3084 0.00 0.25 0.13
H 1.1446 -1.6351 3.1431 0.00 0.05 0.09
C 1.1145 0.9558 -1.0680 0.24 0.54 -0.19
S -0.4450 0.4590 -1.8234 -0.31 -0.44 0.21
S -1.7296 0.1554 -0.2198 0.33 -0.01 -0.28
H 1.1148 2.0406 -0.9525 0.03 -0.08 0.28
H 1.9271 0.7084 -1.7576 -0.21 -0.17 -0.10
H 1.2956 0.4388 -0.1315 -0.16 -0.10 0.24
H -1.2700 -1.0435 0.2080 0.11 0.24 -0.10
```
Positions in Å, forces in eV/Å.